# 1
C2H3CsO2 as an isolated structure at a distorted geometry, computed with wB97M-V/def2-TZVPD.

Results
HOMO energy (eV): -5.5826
Frontier orbital gap (eV): 4.93
Calculated total energy (hartree): -248.574951

Each line ends with the Löwdin charge.
Geometry (Å):
C -0.79 0.09 0.14  -0.26
C -0.22 -1.08 -0.25  -0.44
O 1.04 -1.29 -0.50  -0.36
O 0.04 1.19 0.41  -0.18
H -0.95 -1.90 -0.42  0.09
H -0.47 2.00 0.43  0.07
Cs 3.16 0.87 -0.33  1.01
H -1.81 0.13 0.54  0.08

=====

# 2
C2H26Mg2O23S3 as an isolated structure at a distorted geometry, computed with wB97M-V/def2-TZVPD.

Results
Total charge: -2
HOMO energy (eV): -1.3813
Frontier orbital gap (eV): 4.02
Calculated total energy (hartree): -3417.547304

Each line ends with the Löwdin charge.
Geometry (Å):
Mg 1.75 1.23 2.48  0.44
Mg -2.13 1.07 0.19  0.54
S 0.37 0.44 -0.32  0.48
O -0.41 1.69 -0.64  -0.37
O -0.79 -0.36 0.21  -0.35
O 1.01 -0.13 -1.53  -0.37
O 1.31 0.67 0.74  -0.25
S -0.75 1.82 3.05  0.39
O 0.04 0.56 3.24  -0.35
O -1.36 2.23 4.29  -0.31
O 0.36 2.69 2.57  -0.37
O -1.77 1.74 1.95  -0.39
S 3.36 0.52 4.36  0.28
O 2.27 1.56 4.40  -0.40
O 4.67 1.20 4.52  -0.43
O 3.18 -0.56 5.31  -0.38
O 3.17 -0.02 2.94  -0.42
O 1.16 -3.00 -0.64  -0.04
H 1.20 -2.43 -1.43  0.00
H 1.72 -3.76 -0.86  0.06
O 3.58 -0.67 -1.23  -0.07
H 2.63 -0.45 -1.30  -0.04
H 3.64 -1.18 -0.41  0.04
O 0.46 4.23 -0.11  -0.10
H 0.19 3.36 -0.44  -0.03
H 0.33 4.13 0.85  0.01
O -3.61 -0.11 0.87  0.00
H -4.53 -0.06 1.12  0.10
H -3.28 -0.96 1.20  0.10
O 1.46 -2.05 -3.32  -0.07
H 1.31 -1.71 -4.20  0.05
H 1.41 -1.26 -2.74  -0.01
O -2.59 0.53 -2.02  -0.03
H -2.71 -0.37 -2.34  0.05
H -2.17 1.02 -2.74  0.08
O -3.20 2.70 -0.28  0.01
H -4.08 2.85 0.08  0.09
H -3.10 3.35 -0.98  0.10
O 0.43 -2.09 1.96  -0.07
H 0.23 -1.14 1.90  -0.02
H 0.41 -2.38 1.03  -0.03
O 1.63 1.65 -3.50  -0.08
H 1.44 0.96 -2.83  -0.02
H 0.89 2.26 -3.41  0.02
O 3.18 2.61 1.65  -0.01
H 3.56 2.52 0.78  0.08
H 3.66 3.31 2.09  0.09
C -1.80 -3.02 -2.76  -0.08
C -2.12 -3.30 -1.32  -0.31
O -3.49 -2.94 -1.12  -0.09
H -1.96 -1.98 -3.04  0.06
H -2.38 -3.65 -3.44  0.08
H -0.73 -3.18 -2.90  0.06
H -1.46 -2.75 -0.64  0.09
H -1.86 -4.34 -1.11  0.12
H -3.72 -3.08 -0.20  0.07

=====

# 3
ClF2H5N2O5S2Ti as an isolated structure at a distorted geometry, computed with wB97M-V/def2-TZVPD.

Results
HOMO energy (alpha / beta) (eV): -7.0041 / -9.9780
Frontier orbital gap (alpha / beta) (eV): 6.61 / 4.29
Calculated total energy (hartree): -2794.195877
Multiplicity: 5

Each line ends with the Löwdin charge.
Geometry (Å):
Ti 1.97 0.88 0.42  0.54
N -0.78 -0.24 1.54  0.24
H -1.41 -1.02 1.61  0.15
H -1.03 0.61 2.02  0.14
H -0.39 -0.02 0.63  -0.03
H 0.09 -0.51 1.98  -0.03
Cl 2.11 3.28 1.82  0.24
N 0.23 0.09 -0.82  -0.44
S 0.38 -1.03 -1.79  0.44
O 0.64 -0.70 -3.14  -0.23
O -0.38 -2.29 -1.53  -0.26
F 1.95 -1.32 -1.54  -0.21
S -1.22 0.73 -1.56  0.65
O -2.39 -0.11 -1.31  -0.26
O -1.14 1.41 -2.83  -0.22
F -1.54 1.89 -0.45  -0.20
O 1.52 -0.37 2.63  -0.46
H 1.40 -1.30 2.33  -0.06

=====

# 4
A 8-piece molecular cluster, C25H37Cl4FO18 overall at a distorted geometry, computed with wB97M-V/def2-TZVPD.

Results
HOMO energy (eV): -10.6304
Frontier orbital gap (eV): 10.62
Calculated total energy (hartree): -4269.735407
SMILES: O=C1OC[C@@H](F)O1.C[C@H]1COC(=O)O1.C[C@H]1COC(=O)O1.C[C@H]1COC(=O)O1.C[C@H]1COC(=O)O1.C[C@H]1COC(=O)O1.ClCCl.ClCCl

Each line ends with the Löwdin charge.
Geometry (Å):
C -4.16 -1.11 2.60  0.01
C -5.00 -1.10 1.24  -0.34
C -6.43 -0.81 1.39  -0.10
O -6.68 0.19 0.39  0.08
C -5.45 0.62 -0.10  -0.49
O -5.33 1.62 -0.79  0.14
O -4.48 -0.16 0.39  0.05
H -4.65 -0.43 3.29  0.07
H -3.13 -0.78 2.45  0.07
H -4.10 -2.05 3.13  0.08
H -4.75 -2.01 0.69  0.15
H -6.61 -0.43 2.40  0.13
H -7.01 -1.74 1.42  0.14
C 1.89 4.42 1.98  -0.01
C 2.71 3.15 2.23  -0.28
C 2.17 1.83 1.57  -0.13
O 3.23 1.37 0.80  0.05
C 4.26 2.24 0.93  -0.50
O 5.33 2.08 0.32  0.10
O 3.96 3.39 1.59  0.09
H 1.70 4.55 0.92  0.09
H 2.49 5.29 2.24  0.09
H 0.95 4.59 2.50  0.06
H 2.89 2.97 3.30  0.15
H 1.30 2.14 0.99  0.07
H 1.87 1.08 2.30  0.14
C -1.62 3.61 3.46  -0.04
C -2.73 3.85 2.59  -0.30
C -3.48 2.64 2.19  -0.16
O -4.81 2.93 2.42  0.10
C -4.92 4.10 3.05  -0.67
O -5.91 4.58 3.50  0.16
O -3.81 4.68 3.20  0.16
H -0.79 3.04 3.04  0.08
H -2.01 3.15 4.37  0.11
H -1.15 4.57 3.69  0.09
H -2.33 4.41 1.75  0.16
H -3.31 1.72 2.74  0.13
H -3.31 2.34 1.16  0.09
C 1.74 1.63 -2.21  -0.05
C 2.87 1.68 -3.19  -0.32
C 2.90 0.44 -4.13  -0.12
O 3.44 1.01 -5.24  0.09
C 3.30 2.35 -5.22  -0.57
O 3.80 3.15 -5.97  0.16
O 2.69 2.66 -4.13  0.12
H 1.91 0.92 -1.41  0.06
H 0.75 1.27 -2.49  0.05
H 1.74 2.56 -1.65  0.08
H 3.86 1.84 -2.75  0.17
H 1.96 -0.11 -4.22  0.13
H 3.57 -0.29 -3.67  0.13
C 5.24 -2.29 1.72  -0.01
C 5.23 -2.24 0.17  -0.25
C 5.29 -3.70 -0.45  -0.12
O 4.17 -3.76 -1.24  0.06
C 3.33 -2.72 -0.95  -0.52
O 2.25 -2.73 -1.50  0.05
O 3.89 -1.83 -0.11  0.07
H 5.10 -1.31 2.17  0.08
H 6.17 -2.55 2.21  0.08
H 4.56 -3.09 2.01  0.09
H 6.05 -1.74 -0.35  0.15
H 5.21 -4.49 0.30  0.13
H 6.23 -3.89 -0.98  0.13
C -1.55 -0.35 -0.79  -0.91
Cl -0.27 -1.28 -1.57  0.68
Cl -1.08 1.24 -0.04  0.58
H -2.30 -0.19 -1.57  0.04
H -1.99 -0.86 0.07  0.01
C -0.14 -3.96 0.43  -1.00
Cl 0.38 -5.53 1.03  0.53
Cl 0.66 -2.64 1.41  0.48
H 0.17 -3.83 -0.61  -0.04
H -1.22 -3.91 0.55  0.03
C -1.08 -4.51 -3.13  -0.12
C -1.27 -3.37 -3.98  -0.35
O -2.58 -2.85 -3.73  0.17
C -2.90 -3.29 -2.52  -0.54
O -3.93 -3.19 -1.93  0.18
O -1.96 -4.23 -2.10  0.02
F -1.19 -3.94 -5.19  0.08
H -0.08 -4.63 -2.72  0.14
H -1.26 -5.42 -3.70  0.15
H -0.48 -2.62 -3.93  0.14

=====

# 5
A 2-piece molecular cluster, C5H13N2 overall at a distorted geometry, computed with wB97M-V/def2-TZVPD.

Results
Total charge: +1
HOMO energy (eV): -12.0885
Frontier orbital gap (eV): 4.17
Calculated total energy (hartree): -307.366021

Each line ends with the Löwdin charge.
Geometry (Å):
C -1.82 1.63 -2.00  0.07
C -1.16 0.81 -1.15  -0.24
N -1.11 0.94 0.22  -0.04
C -1.25 2.29 0.76  -0.08
H -2.35 2.50 -1.63  0.06
H -1.85 1.45 -3.06  0.07
H -0.65 -0.05 -1.57  0.09
H -0.28 0.44 0.56  0.06
H -1.05 2.27 1.83  0.09
H -0.57 3.01 0.30  0.10
H -2.27 2.65 0.66  0.09
C 1.52 -2.67 1.47  -0.09
C 1.33 -0.92 -0.13  0.14
N 2.25 -1.80 0.56  -0.05
H 2.18 -3.23 2.14  0.10
H 0.86 -3.41 0.98  0.11
H 0.85 -2.05 2.08  0.10
H 2.02 -0.43 -0.84  0.12
H 0.57 -1.63 -0.49  0.13
H 2.78 -2.37 -0.10  0.16